Entry w
This record from the Open Molecules 2025 dataset describes one molecule with the formula C3H6O. The level of theory is ωB97M-V/def2-TZVPD.

## Properties
* SMILES string: C=COC
* 2S+1: 1

Each line ends with the natural charge from an NBO analysis.
Cartesian coordinates (Å):
1 C -1.568 0.319 0.065  -0.26
2 C 0.502 -0.198 -0.119  0.10
3 C 1.851 -0.121 0.137  -0.51
4 H -2.175 1.148 -0.210  0.20
5 H -1.405 -0.448 -0.789  0.18
6 H -2.213 -0.155 0.939  0.18
7 H 0.465 -0.895 -1.024  0.20
8 H 2.493 -0.766 -0.350  0.19
9 H 2.362 0.708 0.724  0.20
10 O -0.312 0.407 0.627  -0.47

=====

Entry x
This record from the Open Molecules 2025 dataset describes a 2-piece molecular cluster, C3H6O overall. The level of theory is ωB97M-V/def2-TZVPD.

## Properties
* 2S+1: 1

Each line ends with the natural charge from an NBO analysis.
Cartesian coordinates (Å):
1 O 2.291 0.479 0.605  -0.61
2 C 1.259 0.024 0.049  0.23
3 C -0.059 -0.340 0.533  -0.02
4 C -1.200 0.353 -0.121  -0.69
5 H 1.243 0.361 -0.994  0.11
6 H 1.025 -1.779 -0.712  0.03
7 H -0.010 -0.893 1.431  0.22
8 H -0.878 0.982 -0.953  0.24
9 H -1.623 0.946 0.699  0.26
10 H -2.048 -0.133 -0.537  0.25

=====

Entry y
This record from the Open Molecules 2025 dataset describes one molecule with the formula C3H6O. The level of theory is ωB97M-V/def2-TZVPD.

## Properties
* SMILES string: CCC=O
* 2S+1: 1

Each line ends with the natural charge from an NBO analysis.
Cartesian coordinates (Å):
1 C 0.346 0.176 -0.198  -0.51
2 C 0.769 0.624 1.231  0.46
3 C -0.947 -0.463 -0.771  -0.61
4 O 1.748 1.243 1.449  -0.51
5 H 0.744 0.945 -0.942  0.22
6 H 1.083 -0.713 -0.071  0.23
7 H 0.195 0.007 1.940  0.09
8 H -1.798 0.314 -0.988  0.21
9 H -1.354 -1.043 -0.009  0.20
10 H -0.787 -1.092 -1.641  0.22

=====

Entry z
This record from the Open Molecules 2025 dataset describes one molecule with the formula C3H6O. The level of theory is ωB97M-V/def2-TZVPD.

## Properties
* SMILES string: CC(C)=O
* 2S+1: 1

Each line ends with the natural charge from an NBO analysis.
Cartesian coordinates (Å):
1 C -1.294 -0.029 0.218  -0.72
2 C 0.104 0.543 0.269  0.59
3 O 0.341 1.590 0.832  -0.54
4 C 1.217 -0.252 -0.385  -0.73
5 H -2.021 0.754 0.442  0.24
6 H -1.509 -0.483 -0.754  0.22
7 H -1.386 -0.820 0.972  0.24
8 H 0.857 -1.081 -0.998  0.21
9 H 1.820 0.426 -0.995  0.24
10 H 1.871 -0.648 0.399  0.24

=====

Which is most stable, and by how much? entry z, by 0.0469 hartree.